Record 1
Entry from OMol25: a structure of composition C38H52BF3IN10O3S5Zr (wB97M-V/def2-TZVPD).

```
114
Properties=species:S:1:pos:R:3:forces:R:3
Zr 0.6075 -1.6660 3.2114 -1.8126 1.7963 -3.1215
C 3.6172 1.8384 0.1855 0.1303 -0.0163 -0.0535
C 2.5653 1.0145 -0.4664 -0.1500 -0.2131 -0.3070
C 2.6833 0.4606 -1.7091 -0.3567 0.0559 0.3705
C 1.5807 -0.2545 -2.2378 0.1212 0.2627 0.1262
N 0.4508 -0.3193 -1.5945 -0.2072 -0.3142 -0.5229
N 0.3100 0.2128 -0.3924 1.0825 0.4834 0.0335
B -1.1485 0.2717 0.0443 0.0630 -0.1373 0.1886
N -2.0112 -0.7661 -0.6352 -0.4488 -1.1310 0.3051
N -2.5661 -0.3863 -1.7839 -0.0280 0.5378 -0.4680
C -3.3704 -1.1800 -2.4236 0.0940 0.0075 0.1876
C -3.7200 -2.4492 -1.8919 0.3889 0.0715 0.5678
C -3.1839 -2.8495 -0.7029 -0.1643 0.0986 -0.3814
C -3.5494 -4.1267 -0.0398 -0.0359 -0.1224 -0.0103
C -2.2415 -1.9798 -0.0628 0.6045 0.7720 -0.0189
S -1.5118 -2.4582 1.3825 -0.4014 -0.7226 0.2108
C -3.9387 -0.6925 -3.7358 -0.0488 0.1541 -0.1502
C -3.4405 0.7216 -4.0362 -0.0825 -0.2261 0.0329
C -5.4685 -0.6727 -3.6304 0.2050 0.0013 -0.0020
C -3.4902 -1.6516 -4.8465 -0.0512 0.1225 0.1459
N -1.7075 1.7093 -0.0751 -0.4519 0.3653 1.2337
N -1.7725 2.6121 -1.0089 0.1370 0.1386 -0.7984
C -2.3706 3.7442 -0.7168 0.0075 -0.0879 0.1258
C -2.9522 3.9639 0.5590 0.1597 -0.5315 0.2009
C -2.8178 3.0347 1.5670 0.0415 0.1773 -0.5186
C -3.3469 3.1840 2.9468 0.0764 0.0028 0.0224
C -2.1283 1.8695 1.1865 0.1299 0.1941 -0.2742
S -1.6861 0.3711 1.9277 -1.2051 0.0266 -0.0856
C -2.3725 4.8109 -1.7886 0.0962 0.0982 -0.1994
C -1.4939 4.3545 -2.9569 -0.1304 0.1181 0.1394
C -3.8082 5.0634 -2.2677 0.2349 -0.0683 0.0878
C -1.7886 6.0968 -1.1819 -0.0516 -0.1979 -0.0864
C 1.3465 0.8077 0.2540 -0.3192 0.1466 -0.2044
S 1.2018 1.2951 1.8547 0.2686 0.1562 0.1471
C 1.5757 -0.9917 -3.5580 -0.0738 -0.2483 -0.1960
C 1.5097 -2.4820 -3.1984 -0.0588 0.1326 -0.1153
C 2.7972 -0.7352 -4.4400 -0.1585 0.0305 0.2606
C 0.3178 -0.5800 -4.3265 0.1435 -0.1324 0.1156
H 4.4299 2.0588 -0.4974 0.1159 -0.0017 -0.1345
H 4.0082 1.3171 1.0575 0.0590 -0.0192 0.0908
H 3.1745 2.7660 0.5462 0.0848 0.0512 0.0257
H 3.5859 0.5866 -2.2855 0.1184 -0.0123 -0.0763
H -4.4226 -3.0827 -2.4100 -0.0652 -0.0797 -0.0486
H -4.2850 -4.6663 -0.6296 -0.0327 -0.0632 -0.0099
H -3.9500 -3.9213 0.9523 -0.0546 -0.0386 0.0558
H -2.6658 -4.7436 0.1104 0.0331 -0.1028 -0.0078
H -3.7432 1.3995 -3.2445 -0.0058 0.1800 0.1014
H -3.8566 1.0718 -4.9764 -0.0928 -0.0025 -0.1515
H -2.3586 0.7443 -4.1005 0.1913 0.0716 -0.0124
H -5.7790 -0.0358 -2.8063 -0.0957 0.1059 0.1010
H -5.8761 -1.6653 -3.4655 -0.1015 -0.1554 0.0001
H -5.8941 -0.2787 -4.5482 -0.0904 0.0295 -0.1386
H -2.4059 -1.7000 -4.8959 0.1575 0.0020 -0.0400
H -3.8604 -1.3033 -5.8059 -0.0750 0.0324 -0.1511
H -3.8658 -2.6579 -4.6842 -0.0765 -0.1596 0.0017
H -3.5001 4.8745 0.7449 -0.0254 0.1442 0.0238
H -4.1169 3.9491 2.9905 -0.0696 -0.0124 0.0524
H -2.5381 3.4719 3.6187 0.0313 -0.0056 0.1021
H -3.7405 2.2269 3.2843 -0.1199 0.0000 0.1469
H -1.8853 3.4480 -3.4092 -0.0052 -0.0918 -0.0680
H -0.4873 4.1479 -2.6025 0.1398 -0.0419 -0.0625
H -1.4418 5.1311 -3.7146 -0.0556 0.1492 -0.0645
H -4.2217 4.1761 -2.7412 -0.0558 -0.1030 -0.0549
H -3.8133 5.8745 -2.9914 -0.0287 0.0844 -0.0758
H -4.4520 5.3437 -1.4382 -0.1531 0.0739 0.0857
H -0.8090 5.8998 -0.7490 0.0961 0.0461 0.0371
H -2.4362 6.5007 -0.4077 -0.0388 0.1008 0.0972
H -1.6766 6.8529 -1.9545 -0.0093 0.0837 -0.0735
H 2.4141 -2.7813 -2.6714 0.1182 -0.0943 0.0590
H 1.4130 -3.0804 -4.0994 0.0188 -0.1422 -0.1301
H 0.6595 -2.6681 -2.5479 -0.1062 -0.1018 0.0437
H 3.7148 -1.0994 -3.9824 0.1344 -0.0066 0.0384
H 2.9059 0.3226 -4.6688 0.0659 0.1395 -0.0445
H 2.6572 -1.2667 -5.3803 0.0608 -0.0152 -0.0288
H -0.5555 -0.7305 -3.7025 -0.1808 -0.0195 -0.0300
H 0.2302 -1.1712 -5.2324 -0.0429 -0.0940 -0.1887
H 0.3736 0.4700 -4.6002 -0.0531 0.1943 -0.0747
C 6.1742 -2.6719 0.2949 -0.1167 -0.1973 0.1118
C 5.1763 -3.6874 0.8362 0.4381 0.2057 0.0450
N 3.8114 -3.3511 0.5032 -0.1922 0.0714 -0.1139
C 3.0532 -2.5107 1.2103 -0.0777 0.6389 0.4487
S 1.3903 -2.3760 0.7845 -0.3312 -0.2227 0.5177
N 3.5923 -1.8244 2.2026 1.1965 -0.4183 -0.4300
N 2.7376 -1.1592 2.9952 0.3456 0.5563 0.8302
C 3.2332 -0.3873 3.9262 0.5567 -0.6374 -0.7272
C 4.7120 -0.2590 4.1177 -0.2569 -0.1679 -0.0329
C 2.2813 0.4269 4.6638 -0.2369 0.6838 0.4902
C 2.7065 1.4625 5.5072 -0.0288 -0.4710 -0.3734
C 1.7792 2.3270 6.0530 -0.3309 -0.1045 -0.1214
C 0.4387 2.1502 5.7372 0.3592 -0.1373 -0.0547
C 0.0827 1.0836 4.9301 -0.4541 0.0865 0.0663
N 0.9631 0.2277 4.4046 0.6845 0.4118 0.8635
H 7.1734 -2.9457 0.6205 0.1852 0.0448 -0.0433
H 6.1463 -2.6496 -0.7901 0.0629 0.0160 -0.1753
H 5.9380 -1.6811 0.6711 -0.0052 0.1254 0.0692
H 5.3866 -4.6794 0.4334 -0.0613 0.0232 0.0696
H 5.2544 -3.7269 1.9237 -0.0437 -0.0997 -0.0364
H 3.3810 -3.7642 -0.3097 -0.0079 -0.0413 0.1618
H 5.1970 -1.1228 3.6642 -0.0145 0.1529 0.0642
H 5.0807 0.6443 3.6323 0.0635 0.0872 -0.0650
H 4.9603 -0.2078 5.1727 0.0306 0.0408 0.1474
H 3.7581 1.5983 5.7020 0.0608 -0.0367 -0.0116
H 2.0927 3.1316 6.6999 0.0465 0.0678 0.0478
H -0.3190 2.8158 6.1182 -0.0958 -0.0109 0.0224
H -0.9620 0.9089 4.6918 0.2013 -0.0969 0.0428
F 3.2481 -4.2470 5.5896 -0.4958 -0.1659 0.1489
C 2.3772 -4.5741 4.6385 0.6298 0.5537 -0.8292
F 2.4493 -5.8740 4.4098 -0.6117 0.2642 0.3075
F 2.7833 -3.9351 3.5033 0.4856 -0.6172 0.3484
S 0.7047 -3.7435 4.8649 1.9754 -3.0207 1.5716
O -0.0561 -4.4449 5.8125 -0.3272 -0.1003 0.2447
O 0.3041 -3.7118 3.4489 -0.7214 -0.7396 -0.5325
O 1.2346 -2.4042 5.1556 0.1199 0.7158 0.3030
I -1.8728 -1.8150 4.7070 -0.5708 0.6129 0.2398
```
Forces are in eV/Å.

Lowest unoccupied orbital energy in eV: -3.4
HOMO-LUMO gap in eV: 6.461
Charge: +1
Energy relative to the best compared isomer or geometry (same formula, charge and spin) in kJ/mol: 144.1
Strongest force on any atom in eV Å⁻¹: 4.0
Highest occupied orbital energy in Ha: -0.3641

Record 2
Entry from OMol25: a structure of composition C38H52BF4N11OSY (wB97M-V/def2-TZVPD).

```
109
Properties=species:S:1:pos:R:3:forces:R:3
Y 2.1803 -1.2730 0.9260 -1.4233 1.4001 -1.3164
C -5.9623 -0.8146 -1.6090 -0.8150 -0.6400 1.8676
N -6.8436 -0.0951 -0.6984 1.3941 1.1662 -0.2537
C -7.9528 -0.6042 0.0113 -1.4632 -0.5241 -2.0429
C -8.4085 0.5770 0.8423 -1.4196 1.0674 0.0287
N -7.6552 1.7117 0.3459 0.0999 -1.3138 -0.0745
C -7.8989 3.0380 0.8009 -0.3573 1.4908 -0.7775
C -6.6258 1.2447 -0.4101 2.2596 0.0454 -0.6544
N -5.5161 1.7720 -0.8034 -1.0462 -0.0706 0.0736
C -5.2239 3.1787 -0.6606 -0.6488 0.9888 -0.3265
C -3.6966 3.3301 -0.9028 -0.5899 1.6382 0.6145
N -3.4084 4.7790 -1.0523 2.5736 0.3011 -1.9982
C -2.1700 5.1321 -1.4464 -2.3427 -0.8870 1.1495
N -0.9504 4.7526 -0.8877 -0.8583 -1.4187 0.7039
C -0.8124 3.9706 0.3660 0.7136 0.7011 0.1532
C 0.1168 5.6314 -1.2681 -0.3116 0.0995 -1.5611
C -0.4757 6.3171 -2.5454 0.2393 0.5531 -0.2180
N -1.8915 6.0017 -2.4707 0.8364 0.0516 1.1032
C -2.7864 6.6237 -3.3912 0.0613 0.0848 -0.1204
H -6.1892 -0.6779 -2.6359 -0.7251 -0.0834 -1.0894
H -5.9744 -1.8813 -1.3071 0.0510 0.4645 -0.4170
H -4.9892 -0.4042 -1.5048 1.0166 0.2401 0.3512
H -7.6649 -1.4555 0.6102 -0.2899 -0.5029 0.2079
H -8.7222 -0.8684 -0.7998 0.4573 -0.1999 1.5385
H -8.2383 0.4365 1.9089 -0.0406 -0.1233 0.1986
H -9.4713 0.8438 0.6676 0.3025 -0.6356 0.4115
H -8.1686 3.6746 -0.0967 0.3836 -0.3732 0.9492
H -6.9831 3.4978 1.2631 -1.5519 -0.4495 0.2276
H -8.8289 3.0340 1.4154 1.0078 0.0574 -0.0282
H -5.7037 3.6945 0.2455 1.8619 -0.7817 -0.9145
H -5.7469 3.7697 -1.4631 0.6619 -0.5191 0.2046
H -3.4690 2.8008 -1.8539 -0.0903 0.0877 0.6687
H -3.1216 2.9130 -0.0667 -0.2490 -0.4850 -0.1354
H 0.2803 3.9132 0.5623 -0.5297 0.3183 -0.0153
H -1.0708 2.8934 0.3183 -0.4789 0.9738 -0.2777
H -1.2843 4.5030 1.2392 0.2048 -0.6509 -0.8115
H 1.0188 5.0456 -1.4314 0.2101 0.1986 -0.2314
H 0.3119 6.3975 -0.5360 0.1262 0.3153 0.5911
H -0.1116 6.0044 -3.5284 0.3683 -0.6611 0.1856
H -0.2764 7.4134 -2.6028 -0.3269 -0.4936 0.5940
H -2.6296 6.2732 -4.4329 0.0760 0.2907 0.4770
H -2.6561 7.7095 -3.3029 -0.0887 -0.0909 -0.3789
H -3.7851 6.3836 -3.0934 -0.6539 -0.2083 0.1471
C 4.8901 0.7002 -2.4257 -1.1801 -0.2731 -1.0833
C 5.2650 1.1277 -1.0262 0.1842 -0.0370 -0.5187
C 5.9511 2.3515 -0.9741 -0.6238 -0.2190 -0.0784
C 6.4127 2.8112 0.2311 0.9161 -0.0423 2.1967
C 6.3856 1.9648 1.4097 -0.9693 0.7067 -3.2953
C 5.8449 0.6560 1.2749 0.8477 1.6567 1.1442
C 5.9776 -0.2933 2.4135 -0.0140 -0.8199 -0.2794
C 5.1758 0.3157 0.1152 0.6253 1.1113 -1.2919
N 4.4103 -0.8743 0.0209 0.7418 -3.7068 -0.6283
C 4.9951 -1.9874 -0.3917 0.2655 1.4208 -0.7473
C 6.4665 -2.1304 -0.7691 -0.5106 1.9333 -0.3159
C 4.1955 -3.2561 -0.6297 -3.1629 0.2561 0.5055
C 4.7508 -4.4316 -1.4354 -1.1992 -0.7282 0.3964
N 2.9231 -3.1798 -0.2112 3.7493 -0.0966 -0.1080
C 2.1918 -4.3271 0.1805 -0.2056 -1.8846 0.6733
C 1.0247 -4.7231 -0.5221 2.8671 0.0166 1.9708
C 0.5753 -4.1977 -1.7584 0.0884 2.1968 -4.6983
C 0.2968 -5.6811 0.0599 -2.4642 -2.1900 1.2305
C 0.5747 -6.3202 1.2800 0.5391 -0.0740 0.2986
C 1.8530 -6.2047 1.8192 1.7999 0.9609 0.1725
C 2.6570 -5.0823 1.3247 0.1554 -1.1931 -0.4507
C 4.0463 -4.8210 1.9793 -1.1178 0.4402 0.2589
H 5.8424 0.5412 -2.9262 0.1299 -0.3294 -0.2190
H 4.4637 1.5855 -2.9875 0.0462 -1.1848 0.6853
H 4.2395 -0.2422 -2.6129 0.9289 1.7652 0.6467
H 6.0381 2.9568 -1.8911 -0.0410 -0.3769 0.5635
H 6.8891 3.8237 0.3147 -0.6162 -1.0973 -0.0777
H 6.6596 2.4785 2.3117 0.4029 -0.6600 0.5579
H 5.3130 -1.1592 2.2332 0.2602 0.4666 0.7844
H 5.7538 0.2804 3.2940 -0.3908 -0.2911 0.7609
H 6.9975 -0.6982 2.5643 -0.3564 0.3315 -0.3702
H 6.6032 -2.0415 -1.8791 -0.3084 -0.3575 0.8078
H 6.8581 -3.0601 -0.4091 0.2892 -0.4181 0.1154
H 7.0334 -1.2772 -0.3584 -0.1744 -0.4831 -0.0235
H 4.6065 -4.1197 -2.5025 0.2611 -0.2144 0.7091
H 4.0520 -5.3657 -1.2803 1.6241 1.7792 -0.1667
H 5.8385 -4.6322 -1.2663 -1.1915 -0.0207 -0.0989
H 0.3330 -4.9511 -2.5784 0.2320 0.6525 1.3409
H 1.2530 -3.4436 -2.3024 -0.4998 -1.1519 1.0360
H -0.3072 -3.5945 -1.6066 -0.6198 0.0407 -0.0184
H -0.5993 -6.0111 -0.4879 0.1848 0.2629 0.4906
H -0.1879 -6.8621 1.8503 0.3145 -0.3927 -0.8065
H 2.3368 -6.9896 2.5718 -1.4141 2.1889 -1.3834
H 4.0380 -3.8167 2.4609 -0.0350 -0.7019 0.0302
H 4.8976 -4.7837 1.3013 -0.1069 -0.3453 -0.2772
H 4.2418 -5.6005 2.7396 -0.0996 0.5406 -0.3804
N -2.2050 -3.6844 5.8440 -0.2679 0.1815 -0.5737
C -2.1566 -3.1704 4.8123 0.5201 0.2244 0.5480
C -1.8356 -2.5143 3.5668 -0.5208 -1.1635 -0.7418
C -2.5312 -1.4003 3.0563 -0.3815 0.6319 2.0505
C -2.3155 -1.0635 1.7575 0.6647 0.6337 -1.3827
C -1.3729 -1.8434 1.0184 -0.6446 1.6509 2.0353
N -0.4887 -2.6404 1.5935 -0.6811 -1.3661 -1.1481
C -0.8891 -3.1529 2.7576 0.2786 0.0818 1.5385
H -3.2031 -0.8180 3.7556 0.8173 -0.7008 -1.0910
H -2.6755 -0.1014 1.3092 -0.2174 -1.3727 0.2375
H -1.3656 -1.7882 -0.0190 0.6060 0.7670 -1.7826
H -0.4776 -4.1327 3.0624 0.2922 0.9084 0.0584
F 2.0098 0.9114 -0.0653 -0.2826 -0.5946 0.3043
B 1.0298 0.6190 -1.1318 -0.2525 0.8202 -0.7391
F 1.6178 0.9006 -2.3445 -0.4757 -0.2853 0.8120
F -0.1935 1.1915 -0.8826 0.9543 -0.3599 -0.1092
F 0.8775 -0.8383 -0.9604 0.1870 -0.3835 0.1708
O 0.8891 -0.2704 2.8758 1.0907 -1.4699 1.7458
S 1.7825 -1.1551 3.8105 -0.2820 1.4854 -3.4472
N 2.9012 -1.6709 2.9442 -0.1617 -0.5479 2.6516
```
Forces are in eV/Å.

Lowest unoccupied orbital energy in eV: -4.9
HOMO-LUMO gap in eV: 3.454
Charge: +1
Energy relative to the best compared isomer or geometry (same formula, charge and spin) in kJ/mol: 382.4
Strongest force on any atom in eV Å⁻¹: 5.2
Highest occupied orbital energy in Ha: -0.3078

Question: What is the lowest unoccupied orbital energy in the second record?
Answer: -4.9 eV